No. 1
DFT (the ωB97M-V functional and the def2-TZVPD basis) results for a molecular structure, C34H38InN8O2S2Si2.

Atoms and positions in Å:
In -0.7708 -0.0051 0.1335
O 4.0338 0.9637 5.1397
C 3.6734 -0.1913 4.7253
O 4.1805 -1.3420 4.7545
C 2.3712 -0.1846 3.9839
C 1.6219 -1.3569 3.6873
C 0.4751 -1.3243 2.9303
N -0.0581 -0.1308 2.4971
C 0.5574 1.0570 2.8773
C 1.7812 1.0480 3.5158
C -0.0982 2.3089 2.6112
C 0.1943 3.4161 3.3972
C -0.4308 4.6522 3.1738
C -1.2716 4.7827 2.0572
C -1.4462 3.6471 1.2748
N -0.9050 2.4518 1.5315
C -0.1375 -2.5994 2.6375
C 0.5832 -3.7859 2.7890
C -0.0830 -5.0428 2.7734
C -1.4673 -5.0613 2.7205
C -2.0901 -3.8225 2.5543
N -1.4452 -2.6471 2.5142
H 1.9293 -2.3596 3.9572
H 2.2402 2.0160 3.6965
H 0.8964 3.3316 4.2095
H -0.2494 5.5094 3.8137
H -1.8197 5.6876 1.7814
H -2.1441 3.6327 0.4195
H 1.6693 -3.7324 2.7710
H 0.5497 -5.9246 2.7877
H -2.0902 -5.9615 2.6620
H -3.1742 -3.7168 2.4450
C 1.8782 -2.1837 -1.6626
Si 1.4079 -0.7768 -2.8566
C -0.1590 -1.2329 -3.8948
C 2.8222 -0.6608 -4.1424
C 1.1125 0.7711 -1.8608
C 0.0345 1.6159 -2.3217
C 0.1793 2.6329 -3.2921
C -0.9447 3.2744 -3.8551
C -2.1955 2.9838 -3.3327
C -2.3118 2.0714 -2.2775
N -1.2452 1.4435 -1.7529
Si 2.5891 1.5287 -1.0895
C 3.4517 0.3874 0.1191
C 2.1084 3.1191 -0.1415
C 3.9249 2.0504 -2.3458
H 1.6499 -3.1048 -2.2230
H 1.2602 -2.1460 -0.7595
H 2.9553 -2.2048 -1.4080
H 0.0109 -2.2009 -4.4504
H -1.0267 -1.3422 -3.2584
H -0.3836 -0.4207 -4.6453
H 2.6096 -1.3793 -5.0039
H 3.8143 -0.9532 -3.7435
H 2.9321 0.3502 -4.5989
H 1.1408 2.8651 -3.7121
H -0.7713 4.0911 -4.5636
H -3.1160 3.4245 -3.7487
H -3.3235 1.8961 -1.8192
H 2.8191 -0.4562 0.4034
H 3.7050 0.9165 1.0497
H 4.3960 -0.0042 -0.3217
H 1.9273 2.9345 0.9253
H 1.2552 3.6705 -0.5787
H 2.9832 3.8332 -0.1659
H 4.6660 1.2259 -2.4664
H 4.4951 2.9507 -1.9575
H 3.5963 2.3123 -3.3592
N -0.7876 -4.4852 -1.3650
C -1.7712 -3.5963 -1.6185
N -2.0107 -2.5556 -0.8370
C -3.1281 -1.8472 -1.3569
C -3.6012 -2.3793 -2.5316
S -2.8026 -3.8091 -3.0100
C -3.7291 -0.7707 -0.5458
C -4.9747 -0.1962 -0.7303
S -5.4649 0.7411 0.6388
C -3.9227 0.3948 1.3519
N -3.0748 -0.3326 0.6035
N -3.6821 0.6893 2.6516
H -0.3806 -4.4677 -0.4258
H -0.7456 -5.3157 -1.9871
H -4.3557 -1.9105 -3.1826
H -5.6638 -0.3794 -1.5724
H -4.4414 1.1791 3.1931
H -2.7868 0.4430 3.0139

Output
Spin multiplicity: 1
Calculated total energy, Ha: -3472.26306
ΔE to the lowest compared entry with this formula, charge and spin, kcal per mole: 0.0
E_HOMO, eV: -9.813
Orbital gap, eV: 5.071
Charge: +1
Lowest unoccupied orbital energy, eV: -4.74

***

No. 2
DFT (the ωB97M-V functional and the def2-TZVPD basis) results for 5 unconnected molecules or ions with the total composition C34H38N3O4S.

Atoms and positions in Å:
C -3.7456 7.3171 5.8898
C -4.4669 6.2617 6.2384
N -4.3430 4.9416 5.7576
C -3.0335 4.6569 5.1807
C -2.8772 3.1865 4.8112
S -1.5714 2.9854 3.5602
C -0.1692 2.8938 4.5840
N 0.4628 3.8717 5.1655
N 1.5039 3.3090 5.8883
C 1.4263 2.0333 5.6831
O 0.4167 1.6846 4.8709
C -5.4619 4.5688 4.8811
O -5.8478 3.2162 5.0951
C -6.5729 3.0279 6.2768
C -7.3044 1.6952 6.1746
C -5.1997 4.8286 3.3743
O -5.5237 5.9742 3.0160
O -4.6923 3.9203 2.6973
H -3.9557 8.2637 6.3639
H -2.9394 7.2997 5.1756
H -5.2412 6.4024 6.9839
H -2.7833 5.2705 4.3124
H -2.2837 4.8936 5.9372
H -3.7603 2.7777 4.3359
H -2.6496 2.5710 5.6791
H 2.0760 1.2881 6.1028
H -6.3117 5.1925 5.1596
H -7.3219 3.8143 6.4290
H -5.9210 3.0293 7.1561
H -7.6523 1.6130 5.1462
H -8.1749 1.6582 6.8254
H -6.6417 0.8536 6.3581
C 2.3324 -1.6511 0.9290
C 1.8061 -0.4080 1.2524
C 1.5199 -0.0919 2.5739
C 1.7675 -1.0229 3.5721
C 2.2972 -2.2657 3.2514
C 2.5771 -2.5816 1.9294
H 2.5516 -1.8957 -0.1031
H 1.6153 0.3197 0.4734
H 1.1033 0.8698 2.8177
H 1.5433 -0.7812 4.6025
H 2.4895 -2.9900 4.0329
H 2.9848 -3.5527 1.6783
C 2.6627 -0.5107 -2.7647
C 3.9545 -0.0032 -2.7723
C 4.8084 -0.2954 -3.8277
C 4.3667 -1.0882 -4.8782
C 3.0738 -1.5932 -4.8709
C 2.2231 -1.3076 -3.8128
H 1.9969 -0.2852 -1.9415
H 4.2955 0.6192 -1.9549
H 5.8180 0.0951 -3.8313
H 5.0305 -1.3144 -5.7032
H 2.7285 -2.2116 -5.6909
H 1.2170 -1.7072 -3.8056
C -0.6823 -2.0471 -6.0936
C -1.5568 -2.2236 -5.0303
C -2.4665 -3.2715 -5.0467
C -2.4963 -4.1473 -6.1232
C -1.6199 -3.9726 -7.1853
C -0.7149 -2.9203 -7.1723
H 0.0255 -1.2277 -6.0820
H -1.5305 -1.5433 -4.1884
H -3.1521 -3.4053 -4.2202
H -3.2037 -4.9666 -6.1341
H -1.6430 -4.6567 -8.0241
H -0.0342 -2.7805 -8.0026
C 5.2675 -5.7354 -7.5799
C 4.6991 -5.0147 -6.5386
C 5.5036 -4.4894 -5.5370
C 6.8780 -4.6785 -5.5809
C 7.4469 -5.3968 -6.6236
C 6.6415 -5.9281 -7.6214
H 4.6394 -6.1473 -8.3594
H 3.6275 -4.8624 -6.5066
H 5.0588 -3.9317 -4.7232
H 7.5054 -4.2649 -4.8018
H 8.5190 -5.5430 -6.6584
H 7.0848 -6.4921 -8.4322

Output
Spin multiplicity: 1
Calculated total energy, Ha: -2181.78601
E_HOMO, eV: -4.578
Orbital gap, eV: 6.392
Charge: -1
Lowest unoccupied orbital energy, eV: 1.81